Density functional theory data (ωB97M-V/def2-TZVPD) for a 2-piece molecular cluster, C8H19PS2 overall.

LUMO energy (spin up / spin down) ... -2.32 / -2.35 eV
Energy above the lowest of the compared OMol25 structures with the same formula, charge and spin ... 323.4 kJ/mol
Energy ... -1453.84744 a.u.

CARTESIAN COORDINATES (ANGSTROEM)
C  0.444  -2.526  -0.901
C  2.591  -1.320  -0.498
C  1.380  1.864  0.294
C  -0.571  1.411  1.788
C  0.443  -0.486  0.567
C  -0.837  1.310  -0.682
C  1.079  -1.155  -0.665
C  0.121  1.016  0.480
P  -2.360  0.252  -0.638
S  -3.835  -2.409  0.627
S  -3.791  1.654  -0.020
H  0.672  -3.199  -0.079
H  -0.637  -2.442  -0.990
H  0.827  -2.971  -1.817
H  3.084  -0.356  -0.390
H  3.019  -1.831  -1.361
H  2.803  -1.915  0.391
H  1.133  2.923  0.322
H  1.857  1.652  -0.660
H  2.095  1.662  1.090
H  -1.484  0.828  1.917
H  -0.835  2.466  1.785
H  0.079  1.220  2.638
H  1.089  -0.646  1.432
H  -0.502  -0.996  0.779
H  -1.142  2.362  -0.655
H  -0.344  1.129  -1.639
H  0.893  -0.546  -1.556
H  -2.634  0.304  -2.019
H  -4.634  0.743  0.459